(1)
Molecular formula: C20H68N6O14
Method: DFT, ωB97M-V with the def2-TZVPD basis set

Each line ends with the Löwdin charge.
CARTESIAN COORDINATES (ANGSTROEM)
O: -0.52545 -2.23959 2.84168  -0.078
O: -2.02145 -3.01659 -2.39332  -0.138
O: 1.84655 -0.46159 3.58168  -0.145
O: 3.58855 -1.40559 0.11968  -0.133
O: -1.25145 -2.48659 0.03968  -0.087
O: 2.97555 -3.49159 2.30068  -0.081
O: -1.47545 4.93841 -3.07832  -0.118
O: 3.76855 1.60541 -3.92432  -0.073
O: -1.30345 4.01541 1.61768  -0.065
O: -1.13545 0.99541 -3.27132  -0.188
O: 1.69055 2.27441 4.00468  -0.090
O: -0.43745 1.22741 0.12168  -0.137
O: 1.55555 -2.35159 -2.41532  -0.123
O: -3.21945 1.08741 0.01868  -0.110
N: -2.47545 3.07241 -1.99032  0.155
N: 1.30955 -0.40259 0.61868  0.199
N: 0.51055 -0.09859 -1.49532  0.158
N: 3.32255 -0.00459 -1.79432  0.192
N: 5.27355 -0.63659 -1.35432  0.181
N: -0.71145 3.96841 -1.15932  0.136
C: 1.27655 2.84741 2.83368  -0.349
C: 1.24055 -3.72959 -2.29732  -0.110
C: -2.32245 -3.18459 0.47568  -0.382
C: -0.93745 1.49541 -4.54932  -0.138
C: 2.15355 2.84741 -2.63432  -0.045
C: 2.47155 2.09041 -3.93332  -0.316
C: -2.13845 2.17341 3.03268  -0.093
C: -4.53945 -0.53359 0.93368  -0.045
C: -2.40345 3.43741 2.21568  -0.336
C: 2.37055 2.63941 1.80868  -0.065
C: 3.25855 -0.58259 3.54268  -0.087
C: 4.05355 -0.71559 -1.01532  -0.567
C: 0.50555 0.26341 -0.23732  -0.505
C: -3.79945 -0.11659 -0.34332  -0.269
C: 1.85455 -3.72659 1.50468  -0.160
C: -1.22045 -1.04759 3.02768  -0.335
C: -1.80845 -4.51659 0.81968  -0.073
C: -2.24345 -1.16659 4.12068  -0.060
C: -2.21245 -1.97459 -3.32832  -0.154
C: -1.62445 4.01641 -2.08132  -0.675
H: -1.42845 3.99241 0.70968  -0.009
H: -3.04145 -0.69259 -0.63132  0.045
H: -1.85045 -1.39059 5.05668  0.051
H: -1.82445 1.87341 -5.09732  0.089
H: -4.59245 -0.07759 -1.09532  0.131
H: -1.28145 -1.56059 -3.74132  0.061
H: 1.80955 1.21141 -4.04332  0.105
H: -3.00945 -1.92359 3.94568  0.079
H: -0.60545 -0.17059 3.14968  0.084
H: -5.52745 -0.11459 0.90168  0.073
H: -0.60745 0.63541 -5.11432  0.083
H: -1.23245 -4.94059 0.01668  0.077
H: 1.32055 -2.84959 1.17268  0.043
H: -3.20945 3.18041 1.45468  0.117
H: -0.12945 0.38041 -2.13432  0.069
H: 3.47955 -2.78959 1.97768  0.003
H: 0.52055 -3.99559 -1.57032  0.056
H: 0.06855 4.69341 -1.20032  0.172
H: 2.01255 2.87541 0.87968  0.023
H: 1.51055 -1.14059 4.15968  0.086
H: -2.70445 2.48341 -1.11032  0.135
H: 2.19155 -4.24659 0.62168  0.077
H: -1.53145 -2.76659 -1.58832  0.014
H: -1.72245 -0.71459 2.11368  0.096
H: 2.56755 1.61441 1.69968  0.035
H: -4.62445 -1.63059 0.80968  0.077
H: -2.39245 0.92341 0.46568  0.036
H: -2.77245 4.29041 2.87768  0.129
H: 2.35855 2.29741 -1.66032  0.083
H: 0.44655 2.27641 2.42868  0.065
H: 3.17555 3.35641 2.04368  0.096
H: -0.57745 -2.40759 0.72468  0.063
H: 5.96955 -1.10159 -0.74232  0.151
H: 0.99855 3.93441 3.01268  0.142
H: -2.66445 -5.16459 1.04468  0.091
H: 1.08755 3.12941 -2.66532  0.053
H: 3.47155 -1.34959 4.21368  0.080
H: 0.91555 -4.16159 -3.20832  0.071
H: 2.18755 2.61041 -4.75632  0.083
H: -2.75245 -2.76759 1.35168  0.088
H: 2.73355 3.76941 -2.65232  0.083
H: 1.76155 1.29641 3.91068  0.042
H: -3.21445 3.02441 -2.69032  0.146
H: 1.20455 -4.37759 2.05868  0.077
H: -2.88145 -0.24559 4.14768  0.079
H: -3.16545 1.90841 3.29568  0.073
H: 5.60255 -0.00059 -2.07032  0.132
H: 3.76955 0.37541 3.68168  0.108
H: -2.96345 -2.16859 -4.11032  0.087
H: -1.55745 1.65441 -2.68732  0.043
H: 1.32955 -0.05159 1.57168  0.074
H: 0.11355 -2.55059 3.49968  0.104
H: 2.28455 -0.00159 -1.62432  0.075
H: 2.09055 -1.07859 0.41668  0.044
H: 3.45155 -0.95359 2.59268  0.029
H: -4.11845 -0.27959 1.83868  0.031
H: 3.61855 0.59341 -2.52032  0.047
H: 4.04855 1.19241 -4.72632  0.099
H: -0.51645 3.05141 -0.74632  0.075
H: 2.12655 -4.35959 -2.15632  0.091
H: 0.96055 -0.96659 -1.83432  0.064
H: -3.14545 -3.37859 -0.26232  0.143
H: -1.14745 -4.45659 1.70068  0.071
H: 2.46255 -2.28459 -2.75732  0.100
H: -1.63245 2.54641 3.98068  0.110
H: -0.34845 2.45341 -4.31232  0.099
H: -1.54245 1.44641 2.48768  0.027
H: -2.55445 -1.06459 -2.78932  0.057

Cartesian forces, eV/Å:
0.490 -1.189 -1.211
-0.340 -0.883 -1.098
-0.770 0.866 0.034
2.856 2.078 -5.073
1.455 2.657 -1.830
-0.820 -1.250 1.981
-1.557 -4.108 3.940
1.990 0.611 0.801
1.387 0.190 1.741
-1.315 -0.843 1.105
0.586 -0.999 2.561
3.991 -3.281 -0.739
0.600 -0.601 -0.251
-0.281 3.037 -1.157
-5.218 -4.252 0.382
-1.246 1.085 0.851
0.272 -0.394 -1.519
-5.551 -0.063 0.473
6.519 -1.609 0.911
3.996 1.344 2.524
-0.338 0.231 -1.383
1.569 -1.158 -0.720
-1.722 -2.198 0.358
-0.025 2.464 0.250
0.018 -0.269 0.082
-1.809 -2.517 2.759
0.013 2.279 1.275
-1.095 -2.731 -2.972
-1.967 0.762 0.338
0.251 2.291 1.617
-0.597 0.780 -0.047
-3.757 -2.460 5.807
-3.727 2.317 2.460
-3.253 1.605 2.931
0.439 -0.480 -0.731
-0.780 0.901 0.535
-0.283 -1.778 1.539
-2.251 1.172 -1.347
0.170 1.864 1.332
3.092 6.895 -5.874
0.011 0.133 -2.637
2.699 -3.160 -1.237
0.922 -0.061 1.793
-0.120 -0.322 0.608
0.550 0.656 -0.406
0.067 -0.705 -0.400
-0.143 0.049 0.514
0.284 -0.415 -0.439
0.868 0.042 0.704
-0.543 0.215 0.080
1.058 0.397 -0.472
0.095 -0.249 -0.539
-0.083 0.384 0.226
0.830 0.500 0.745
0.194 -0.258 0.086
1.208 1.669 -1.254
-0.687 0.515 0.999
-1.728 -1.619 -0.006
-1.028 1.041 -2.661
-0.203 -0.028 0.221
0.617 1.026 -1.366
-0.178 -0.382 -0.605
-0.004 0.637 -0.611
-0.022 -0.988 -0.403
1.084 -1.344 0.430
-0.411 0.296 0.732
0.979 -0.152 0.025
-0.302 -1.463 -0.386
-0.230 0.560 -1.409
-0.710 0.482 0.037
0.323 -0.967 -0.154
-0.080 0.008 0.329
-0.702 0.656 -0.860
0.299 -1.436 -0.320
0.351 -0.280 0.118
0.458 -0.146 0.080
1.283 -0.895 1.400
-0.956 0.145 -1.295
-0.135 2.288 -2.540
-0.616 0.743 0.849
0.033 0.091 0.250
-0.369 0.988 0.001
0.313 0.305 0.277
-0.438 -0.248 0.225
0.882 -0.450 0.326
0.264 -0.830 0.150
-0.154 -0.275 0.295
-0.219 -0.239 0.345
0.477 -0.565 0.395
-0.030 -0.009 -0.336
-0.312 -0.161 -0.207
-0.520 0.737 0.013
1.585 0.407 -0.346
-0.301 0.851 -0.712
1.000 -0.377 -1.882
1.434 0.492 1.796
0.921 0.559 -0.932
-0.099 -0.230 -0.948
0.267 0.126 0.305
0.264 0.455 0.734
-0.768 0.271 0.503
1.019 1.074 0.095
-0.304 -0.113 -0.222
-0.500 0.039 0.234
-0.272 -1.026 -1.034
0.107 -1.405 -1.745
-0.278 0.006 0.075
-0.292 -0.412 -0.265

Results
**HOMO level**: -8.909 eV
**Spin multiplicity**: 1
**Frontier orbital gap**: 8.751 eV

(2)
Molecular formula: C2H5IN2O2S
Method: DFT, ωB97M-V with the def2-TZVPD basis set

Each line ends with the Löwdin charge.
CARTESIAN COORDINATES (ANGSTROEM)
I: -1.48741 3.07405 0.39928  0.760
S: 0.59557 0.96852 0.37696  0.429
O: 0.14714 0.50748 1.81859  -0.204
O: 1.84299 1.63257 0.61905  -0.318
N: -0.50257 1.58857 -0.55286  -0.753
N: 1.08257 -0.36625 -0.45332  -0.094
C: -0.95314 -1.84803 -0.33614  0.015
C: 0.00870 -1.19901 -0.92657  -0.273
H: 0.41150 1.20854 2.46185  0.109
H: 0.01593 -1.28324 -1.93204  0.070
H: 1.38233 0.11955 -1.27362  0.094
H: -1.61536 -2.51379 -0.96914  0.093
H: -0.92826 -1.88895 0.76795  0.072

Cartesian forces, eV/Å:
-0.287 0.470 0.082
0.717 1.890 -0.990
-0.782 -0.285 0.300
-0.065 0.872 0.005
1.051 -1.117 1.591
-1.967 -1.037 0.823
-0.450 -1.483 1.439
0.378 0.187 0.932
-0.019 -0.596 -0.636
0.322 -0.053 -3.326
1.041 0.161 -0.718
0.774 1.075 1.149
-0.714 -0.085 -0.649

Results
**HOMO level**: -8.973 eV
**Spin multiplicity**: 1
**Frontier orbital gap**: 8.932 eV

(3)
Molecular formula: C31H55AsCrN3O2SSb2
Method: DFT, ωB97M-V with the def2-TZVPD basis set

Each line ends with the Mulliken spin population.
CARTESIAN COORDINATES (ANGSTROEM)
Sb: -0.54522 2.23579 -0.63403  -0.005
Sb: 1.70388 -2.47763 -2.40444  0.041
As: -1.63744 -1.94319 0.43304  -0.018
Cr: 0.52921 -0.49403 1.61781  3.638
S: 1.01139 0.44641 -0.41512  -0.001
O: -0.52141 1.13995 2.09795  -0.145
O: -2.13858 1.23297 5.96675  -0.001
N: 1.81584 -2.02506 1.98153  -0.029
N: 0.15634 -0.78568 3.45553  -0.025
N: -0.54903 0.13469 4.14720  0.031
C: 1.75627 3.72461 0.77771  0.001
C: -2.04483 2.33415 5.21454  -0.005
C: -0.83840 -3.73115 0.32039  0.026
C: 2.05055 -3.51896 -5.34734  0.000
C: -1.43156 2.36068 3.94419  -0.011
C: 2.81895 -4.35839 -2.15176  0.000
C: 3.52736 -3.65339 1.62035  0.013
C: -2.60881 2.45136 0.23701  0.012
C: 0.63469 -1.84764 4.02302  0.129
C: 0.99463 -2.93521 -4.41912  -0.001
C: 3.35946 -1.20709 -3.03970  0.001
C: -2.50014 4.69434 5.03305  -0.002
C: 0.09763 5.27561 -0.35655  0.001
C: -1.35946 3.57782 3.25428  -0.002
C: 2.84792 0.08089 -3.67922  0.000
C: -2.49282 -2.16493 2.19338  0.007
C: -3.51741 1.42988 -0.42539  0.005
C: -0.82428 1.16811 3.35705  0.030
C: -1.13884 0.58866 -3.17470  0.011
C: 2.21383 -3.74691 3.61151  0.026
C: 4.30486 -4.28716 -2.48259  0.000
C: -0.79467 2.02510 -2.80293  0.000
C: -1.80180 3.02302 -3.36632  0.000
C: 0.83598 3.94655 -0.41009  0.008
C: -3.12850 3.86960 0.11296  0.001
C: -2.59542 3.51030 5.72924  0.001
C: 2.80160 -2.53868 1.24486  0.097
C: -3.25226 -2.42839 -0.61360  0.036
C: 1.55913 -2.59269 3.19760  0.127
C: 3.20073 -4.29121 2.80971  0.014
C: -1.86947 4.73719 3.78858  0.001
H: 3.96399 -1.77198 -3.74882  -0.001
H: 4.47564 -4.11108 -3.54427  0.000
H: 2.55098 4.47409 0.76575  0.000
H: 1.62094 -3.76877 -6.32005  0.000
H: -2.44266 2.19165 1.27703  -0.004
H: -1.15453 0.49762 -4.26405  0.000
H: -1.78512 2.97423 -4.45754  0.000
H: 3.01069 -2.02025 0.31767  -0.010
H: 0.15084 -3.74716 0.77457  -0.019
H: 2.67442 -4.66295 -1.11410  -0.001
H: -1.57942 0.53020 5.57365  -0.002
H: 2.86243 -2.81090 -5.51977  0.000
H: -0.74029 -4.01569 -0.72553  -0.001
H: -3.07101 3.44945 6.69882  0.000
H: -0.45645 5.38108 0.57775  -0.001
H: 0.58309 -2.01132 -4.82962  0.000
H: 1.94096 -4.19334 4.55800  -0.001
H: -4.11769 3.90213 0.57822  0.000
H: 4.32278 -4.01676 0.98602  0.000
H: -0.40176 -0.11441 -2.78400  0.003
H: 2.47679 -4.43525 -4.93853  0.000
H: 0.43699 -2.08660 5.06123  0.004
H: 0.20241 2.26326 -3.18371  -0.001
H: 1.22410 3.81360 1.72552  0.000
H: 3.72725 -5.18699 3.10877  0.001
H: -2.80780 -1.19918 2.59003  0.001
H: -0.86291 3.58649 2.29278  0.002
H: 0.16861 -3.63631 -4.28321  0.000
H: -2.81786 2.78933 -3.04767  0.000
H: 3.67589 0.74492 -3.93529  0.000
H: -2.91187 5.59994 5.45821  0.000
H: -3.55124 -3.42985 -0.30535  0.000
H: -2.50421 4.59200 0.63599  0.000
H: 1.39908 3.86064 -1.34298  0.000
H: 2.18845 0.61659 -2.99579  0.003
H: 0.81999 6.09430 -0.39914  0.000
H: 2.29736 -0.13579 -4.59745  0.000
H: -1.77762 -2.60360 2.88721  0.000
H: -1.56685 4.04768 -3.07272  0.000
H: -4.47299 1.41498 0.10529  0.000
H: 3.97631 -0.98584 -2.16636  0.000
H: -3.36215 -2.81915 2.13095  0.001
H: 2.31229 -5.09576 -2.77654  0.000
H: 4.80264 -5.22449 -2.22162  0.000
H: 2.21805 2.73888 0.73073  0.003
H: -0.59900 5.40197 -1.18683  0.001
H: -3.24060 4.17742 -0.92786  0.000
H: -2.12289 0.29843 -2.79913  -0.001
H: 4.79957 -3.48150 -1.93528  0.000
H: -4.07085 -1.73937 -0.41193  0.000
H: -1.77319 5.67615 3.25985  0.000
H: -1.47688 -4.45678 0.82651  0.003
H: -3.71803 1.69148 -1.46393  0.001
H: -3.08695 0.42877 -0.38608  0.002
H: -3.03958 -2.43646 -1.68168  0.001

Cartesian forces, eV/Å:
0.536 -0.104 -0.467
0.196 -0.362 -0.397
-0.626 -0.692 0.156
-0.224 1.121 -1.549
-0.015 0.861 -0.836
-0.183 0.375 0.655
-0.006 -0.064 0.110
0.556 -0.814 0.561
0.071 -0.876 1.948
-0.329 0.068 0.397
0.065 -0.068 -0.099
0.127 0.088 -0.188
-0.032 -0.107 0.070
-0.064 0.039 -0.031
-0.140 -0.035 0.202
-0.103 0.386 -0.050
-0.021 -0.181 0.165
0.655 -0.294 -0.169
-0.469 0.688 0.084
0.196 0.036 0.270
-0.266 -0.156 0.022
-0.028 -0.072 -0.003
0.068 0.035 -0.040
0.002 -0.042 0.007
0.042 -0.092 0.016
-0.084 -0.018 0.032
0.109 0.016 0.046
0.229 -0.214 -0.520
0.074 0.003 0.024
-0.309 0.231 0.134
-0.029 -0.087 0.065
-0.179 0.164 0.433
0.156 -0.006 0.001
-0.646 -0.292 0.122
0.083 0.041 -0.026
-0.024 -0.077 0.071
-0.118 0.156 -0.210
0.226 0.156 -0.007
0.491 -0.385 -0.565
0.127 0.086 -0.261
0.008 0.079 -0.079
0.075 -0.008 0.079
0.006 0.030 -0.001
-0.016 0.032 0.011
0.022 0.014 -0.009
0.041 -0.014 0.006
-0.035 -0.026 -0.003
-0.032 0.047 -0.004
-0.026 -0.023 -0.041
0.028 0.002 -0.009
-0.050 -0.036 0.015
-0.021 0.030 -0.045
0.034 -0.033 -0.012
0.027 0.033 -0.024
-0.009 0.072 -0.003
0.016 0.019 -0.006
-0.084 -0.020 0.025
0.068 -0.002 0.022
-0.018 0.014 -0.033
-0.012 0.002 -0.027
-0.040 -0.015 0.005
0.048 0.001 -0.023
0.010 -0.023 0.021
0.040 0.004 0.103
0.005 0.018 0.010
-0.016 -0.001 0.050
0.007 0.001 -0.011
0.014 0.015 0.011
-0.049 0.058 -0.019
-0.006 0.054 0.001
-0.018 0.009 -0.042
-0.004 -0.002 0.021
0.017 0.012 0.026
-0.027 -0.001 -0.038
-0.022 -0.055 -0.011
-0.038 0.053 -0.029
-0.017 0.015 -0.001
-0.023 0.059 0.001
-0.013 -0.003 0.023
-0.069 0.035 -0.056
-0.015 -0.011 -0.016
0.009 -0.027 -0.005
0.027 -0.029 -0.044
-0.019 -0.036 0.042
0.045 0.024 -0.025
0.033 0.023 0.060
-0.004 0.044 0.017
0.006 0.038 0.010
-0.004 0.004 -0.026
0.049 -0.020 -0.014
0.051 0.048 0.001
-0.020 -0.010 -0.021
-0.020 0.028 -0.010
-0.033 -0.085 -0.010
-0.078 -0.011 -0.041
0.040 0.062 0.007

Results
**Net charge**: +1
**HOMO level (spin up / spin down)**: -9.929 / -9.998 eV
**Spin multiplicity**: 5
**<S²>**: 6.0346
**Frontier orbital gap (spin up / spin down)**: 6.334 / 6.167 eV

(4)
Molecular formula: C3H13NO4
Method: DFT, ωB97M-V with the def2-TZVPD basis set

Each line ends with the Löwdin charge.
CARTESIAN COORDINATES (ANGSTROEM)
O: 0.21779 -1.71078 -2.18192  -0.067
O: 2.38107 0.21997 -0.16751  -0.077
O: -1.87084 0.13951 -2.12309  -0.076
O: -1.09727 -1.31038 2.13819  -0.063
N: -0.62840 0.66680 0.89366  -0.064
C: -0.81727 -0.75712 0.83513  -0.296
C: 1.61245 1.35815 0.17014  -0.239
C: 0.71539 1.06245 1.41430  -0.163
H: -1.45354 0.65611 -1.39092  0.038
H: 0.73820 -2.07491 -2.90810  0.044
H: -0.36020 -1.87240 2.37768  0.070
H: 0.04733 -1.25025 0.42428  0.099
H: 0.52461 1.91793 2.08390  0.118
H: 1.01492 1.68500 -0.66741  0.106
H: -0.50663 -1.13169 -2.47572  0.002
H: 1.21674 0.25274 1.96112  0.117
H: -1.41156 1.14208 1.31426  0.108
H: -1.75005 -1.01258 0.28948  0.121
H: -2.78023 0.46154 -2.01973  0.060
H: 1.85797 -0.50572 -0.51543  0.051
H: 2.34950 2.06353 0.54770  0.110

Cartesian forces, eV/Å:
0.303 -0.089 0.515
0.565 -0.143 -0.062
-0.208 1.212 1.068
0.356 -0.063 0.035
0.755 -0.757 -0.422
-1.908 0.080 0.848
0.309 -0.641 2.044
-1.264 0.313 -1.326
0.198 -0.630 -0.499
-0.506 0.412 -0.064
0.068 -0.115 0.265
0.157 -0.043 -0.445
0.587 -0.180 -0.354
-0.100 0.483 -0.127
0.300 -0.343 -0.318
-0.298 0.212 0.133
0.076 -0.142 0.342
0.838 0.329 -0.222
0.098 -0.450 -0.481
-0.427 0.117 -0.269
0.101 0.436 -0.662

Results
**SMILES string**: OCCNCO.O.O
**HOMO level**: -9.294 eV
**Spin multiplicity**: 1
**Frontier orbital gap**: 9.901 eV

(5)
Molecular formula: C2HClF2O2
Method: DFT, ωB97M-V with the def2-TZVPD basis set

Each line ends with the Löwdin charge.
CARTESIAN COORDINATES (ANGSTROEM)
Cl: -1.46371 0.57642 -0.67369  0.862
F: -0.08013 -1.60972 -0.18349  0.030
F: -0.94114 -0.31130 1.42037  0.081
O: 1.46959 1.68489 0.36378  -0.028
O: 1.91011 -0.73710 -0.53531  0.008
C: -0.37226 -0.32231 0.24922  -0.925
C: 1.07350 0.37306 0.09156  -0.155
H: 2.82949 -0.39677 -0.35163  0.127

Cartesian forces, eV/Å:
-1.016 0.541 -2.186
-2.269 1.255 0.881
0.811 -0.931 2.022
-2.820 -9.974 -1.957
-0.192 5.044 2.666
2.593 -0.297 -1.247
3.857 4.682 0.416
-0.964 -0.320 -0.596

Results
**SMILES string**: O=C(O)C(F)(F)Cl
**HOMO level**: -11.475 eV
**Spin multiplicity**: 1
**Frontier orbital gap**: 10.819 eV

Strongest force on any atom
In order: 9.57, 3.34, 2.14, 2.16, 10.55
Unit: eV/A
Energy above the lowest of the compared OMol25 structures with the same formula, charge and spin
In order: 143.1, 213.0, 33.7, 188.8, 260.9
Unit: kJ/mol